Formula: C25H29AuBrGeN4O4
Source: OMol25
Level of theory: ωB97M-V/def2-TZVPD

ORCA input file:
```
! wB97M-V def2-TZVPD RIJCOSX def2/J DEFGRID3
* xyz -1 3
Au -0.872 -1.172 0.115
O -1.297 0.787 4.097
C -2.523 0.609 3.550
C -3.385 1.703 3.676
C -4.650 1.690 3.127
C -5.082 0.571 2.424
C -4.238 -0.519 2.324
C -2.960 -0.547 2.888
C -2.262 -1.899 2.695
O -2.101 -2.259 1.386
N -1.009 -2.108 3.488
N 0.026 -1.339 3.020
C 1.016 -1.894 2.458
C 2.133 -1.127 1.894
Br 2.226 0.682 2.405
C 2.933 -1.710 1.002
C 4.057 -1.199 0.206
C 4.932 -0.199 0.630
C 5.998 0.188 -0.169
C 6.209 -0.412 -1.402
C 5.345 -1.409 -1.835
C 4.283 -1.800 -1.035
H -0.662 0.132 3.739
H -3.009 2.574 4.199
H -5.292 2.558 3.230
H -6.061 0.549 1.962
H -4.552 -1.399 1.774
H -2.922 -2.643 3.169
H -0.799 -3.098 3.370
H 1.044 -2.974 2.298
H 2.665 -2.739 0.776
H 4.787 0.268 1.593
H 6.669 0.963 0.180
H 7.042 -0.105 -2.022
H 5.494 -1.883 -2.797
H 3.605 -2.574 -1.377
C -4.053 0.126 -1.601
Ge -2.748 1.497 -1.092
C -1.784 2.007 -2.733
C -3.717 3.097 -0.476
C -1.597 0.820 0.269
H -4.607 0.422 -2.496
H -4.759 -0.045 -0.787
H -3.535 -0.813 -1.803
H -2.432 2.633 -3.351
H -1.504 1.119 -3.305
H -0.876 2.559 -2.488
H -4.438 3.434 -1.224
H -3.012 3.908 -0.282
H -4.245 2.872 0.451
H -1.070 1.460 0.974
C 2.813 1.722 -2.915
N 2.120 0.467 -2.690
C 2.411 -0.624 -3.452
C 1.863 -1.823 -3.218
C 0.927 -1.967 -2.104
O 0.425 -3.052 -1.811
N 0.635 -0.830 -1.384
C 1.231 0.376 -1.596
O 1.036 1.372 -0.916
H 2.885 1.911 -3.987
H 3.816 1.705 -2.483
H 2.242 2.513 -2.441
H 3.103 -0.448 -4.267
H 2.081 -2.682 -3.834
*
```

Calculated values
* energy above the lowest of the compared OMol25 structures with the same formula, charge and spin: 0.131 eV
* LUMO energy (spin up / spin down): 2.46 / 2.46 eV
* ⟨S²⟩: 2.01
* electronic energy: -170795.3700 eV



Formula: C10H27B2BeF8NO6
Source: OMol25
Level of theory: ωB97M-V/def2-TZVPD

ORCA input file:
```
! wB97M-V def2-TZVPD RIJCOSX def2/J DEFGRID3
* xyz -1 2
Be 0.466 -0.519 -0.600
B 2.307 -0.602 2.050
F 1.086 -0.007 2.152
F 2.552 -0.617 0.730
F 3.062 0.168 2.918
F 2.392 -1.905 2.559
B -1.892 -1.697 -2.229
F -1.921 -1.670 -3.620
F -3.004 -2.401 -1.844
F -0.689 -2.262 -1.729
F -1.951 -0.396 -1.806
C -2.571 0.891 4.603
O -2.440 0.535 3.288
C -3.036 1.387 2.340
C -2.534 0.765 0.873
N -1.150 1.113 0.726
C -1.184 2.481 0.195
C 0.244 2.995 -0.092
O 1.187 1.932 -0.290
C 2.465 2.488 -0.565
H -2.078 0.112 5.184
H -3.618 0.975 4.893
H -2.069 1.856 4.683
H -2.567 2.349 2.544
H -4.095 1.468 2.581
H -3.335 1.075 0.201
H -2.557 -0.324 0.898
H -0.900 1.131 1.705
H -1.718 3.203 0.813
H -1.646 2.419 -0.791
H 0.497 3.768 0.634
H 0.264 3.666 -0.950
H 2.762 3.098 0.288
H 2.614 2.904 -1.561
H 3.119 1.617 -0.526
C 0.671 0.400 -3.647
C 2.204 0.535 -3.517
O 2.508 -0.421 -2.513
O -0.089 1.035 -2.614
H 0.439 -0.651 -3.816
H 0.468 0.897 -4.596
H 2.366 1.510 -3.059
H 2.636 0.374 -4.505
H 3.237 -1.015 -2.706
H -0.912 1.413 -2.931
C 0.010 -3.887 0.606
C 1.350 -3.939 0.047
O 1.811 -2.790 -0.753
O -0.197 -2.523 1.109
H -0.058 -4.669 1.362
H -0.768 -4.182 -0.099
H 1.309 -4.909 -0.449
H 2.003 -3.912 0.919
H 2.705 -3.032 -1.006
H 0.244 -2.229 1.910
*
```

Calculated values
* LUMO energy (spin up / spin down): 2.74 / 2.63 eV
* ⟨S²⟩: 0.75
* electronic energy: -48085.3582 eV



Formula: C34H56N2O4P3Pb
Source: OMol25
Level of theory: ωB97M-V/def2-TZVPD

ORCA input file:
```
! wB97M-V def2-TZVPD RIJCOSX def2/J DEFGRID3
* xyz 1 1
C -1.181 -1.476 -1.963
C 0.843 -2.447 -1.258
C -1.364 -2.461 -2.938
C 0.603 -3.555 -2.119
C -0.475 -3.540 -2.982
H -2.203 -2.373 -3.624
H 1.340 -4.356 -2.113
H -0.630 -4.343 -3.701
N -0.117 -1.461 -1.150
P -2.542 0.098 -0.074
P 2.741 -0.817 0.041
C -2.196 -0.326 -1.833
H -1.786 0.564 -2.334
H -3.130 -0.573 -2.358
C 0.733 2.980 1.630
O 1.036 4.039 1.932
C 2.078 -2.333 -0.561
H 2.667 -3.252 -0.496
C 3.783 -0.033 -1.367
C 3.837 -1.308 1.506
C -3.399 1.798 -0.079
C -3.719 -1.308 0.433
C 3.899 1.470 -1.064
H 4.434 1.662 -0.125
H 4.460 1.954 -1.877
H 2.911 1.942 -1.002
C 5.169 -0.670 -1.492
H 5.810 -0.493 -0.621
H 5.101 -1.748 -1.682
H 5.677 -0.218 -2.358
C 3.049 -0.255 -2.697
H 3.596 0.269 -3.498
H 3.010 -1.322 -2.955
H 2.028 0.139 -2.673
C 4.615 -0.069 1.989
H 3.943 0.789 2.139
H 5.081 -0.299 2.958
H 5.416 0.237 1.305
C 2.902 -1.794 2.622
H 2.239 -1.011 3.016
H 2.274 -2.626 2.282
H 3.518 -2.158 3.457
C 4.765 -2.477 1.157
H 5.479 -2.263 0.357
H 5.348 -2.725 2.057
H 4.186 -3.363 0.877
C -4.364 -0.948 1.782
H -4.983 -1.802 2.100
H -3.601 -0.782 2.556
H -5.018 -0.069 1.720
C -2.878 -2.584 0.618
H -2.433 -2.920 -0.327
H -2.077 -2.447 1.360
H -3.540 -3.386 0.984
C -4.793 -1.582 -0.631
H -5.488 -2.333 -0.223
H -5.383 -0.694 -0.880
H -4.365 -1.992 -1.554
C -2.680 2.751 -1.048
H -2.741 2.402 -2.087
H -3.179 3.732 -1.005
H -1.625 2.897 -0.793
C -3.295 2.351 1.355
H -2.252 2.523 1.656
H -3.821 3.316 1.401
H -3.751 1.681 2.094
C -4.863 1.696 -0.518
H -4.956 1.277 -1.529
H -5.483 1.121 0.179
H -5.280 2.714 -0.550
Pb 0.190 0.382 0.717
N 0.466 1.688 -1.379
C 0.562 2.166 -2.453
C 0.680 2.847 -3.683
C 0.498 4.246 -3.714
C 0.989 2.155 -4.874
C 0.660 4.941 -4.909
H 0.237 4.775 -2.795
C 1.159 2.864 -6.063
H 1.093 1.068 -4.860
C 0.997 4.253 -6.076
H 0.525 6.025 -4.929
H 1.419 2.335 -6.981
H 1.132 4.804 -7.006
C -2.627 0.111 5.396
O -2.026 -0.928 4.591
P -0.941 -0.697 3.372
O 0.367 -0.056 4.178
C 0.362 1.230 4.835
O -0.419 -2.250 3.191
C -0.297 -3.107 4.334
H -3.575 -0.298 5.771
H -2.841 1.024 4.815
H -1.987 0.360 6.257
H 1.332 1.702 4.628
H -0.436 1.903 4.477
H 0.257 1.069 5.916
H 0.312 -3.957 4.007
H 0.209 -2.598 5.167
H -1.281 -3.473 4.649
*
```

Calculated values
* energy above the lowest of the compared OMol25 structures with the same formula, charge and spin: 0.000 eV
* LUMO energy: -2.80 eV
* electronic energy: -80445.9930 eV



Formula: C19H56BN16O9
Source: OMol25
Level of theory: ωB97M-V/def2-TZVPD

ORCA input file:
```
! wB97M-V def2-TZVPD RIJCOSX def2/J DEFGRID3
* xyz -1 1
C 1.636 -2.476 2.688
C 1.020 -3.361 1.633
O 1.723 -4.190 1.072
N -0.334 -3.178 1.389
C -0.961 -4.437 1.035
B -0.619 -2.020 0.317
C -1.987 -1.209 0.771
C -3.245 -1.720 0.035
C -4.485 -1.831 0.912
N -5.192 -0.542 1.101
O 0.603 -1.168 0.307
C 0.585 -0.194 -0.686
C 1.082 1.189 -0.238
C 0.728 1.446 1.225
C 2.598 1.362 -0.513
C 3.256 2.473 0.320
C 3.415 0.075 -0.318
H 2.259 -1.759 2.156
H 0.888 -1.908 3.227
H 2.275 -3.061 3.340
H -0.668 -4.819 0.051
H -0.732 -5.204 1.776
H -2.043 -4.319 1.031
H -0.760 -2.565 -0.786
H -1.911 -0.143 0.544
H -2.137 -1.296 1.847
H -3.059 -2.705 -0.394
H -3.456 -1.071 -0.819
H -4.187 -2.210 1.886
H -5.163 -2.566 0.472
H -4.923 -0.177 2.002
H -4.848 0.091 0.393
H -0.410 -0.094 -1.126
H 1.233 -0.538 -1.503
H 0.573 1.950 -0.830
H 0.718 2.515 1.418
H 1.449 0.978 1.892
H -0.259 1.078 1.475
H 2.709 1.671 -1.546
H 3.493 2.104 1.319
H 2.615 3.342 0.442
H 4.185 2.756 -0.168
H 3.030 -0.549 0.482
H 3.504 -0.494 -1.239
H 4.438 0.349 -0.048
C 2.358 1.687 -4.485
O 2.463 2.623 -3.709
N 1.219 1.411 -5.180
N 3.365 0.781 -4.678
H 1.117 0.590 -5.752
H 0.425 1.996 -5.008
H 4.210 0.918 -4.159
H 3.267 -0.027 -5.265
C -1.759 4.388 2.298
O -1.887 3.300 1.771
N -0.529 4.879 2.629
N -2.829 5.200 2.603
H -0.348 5.750 3.087
H 0.256 4.307 2.379
H -3.741 4.859 2.369
H -2.736 6.099 3.034
C 0.361 -2.446 -5.855
O 1.256 -1.662 -5.570
N -0.883 -2.348 -5.312
N 0.552 -3.491 -6.715
H -1.620 -3.000 -5.495
H -1.033 -1.619 -4.640
H 1.466 -3.598 -7.110
H -0.159 -4.160 -6.937
C -9.034 -0.803 -0.836
O -9.981 -1.441 -1.273
N -8.953 0.561 -0.982
N -7.989 -1.365 -0.175
H -8.188 1.105 -0.634
H -9.703 1.015 -1.465
H -8.007 -2.358 -0.048
H -7.202 -0.841 0.189
C -1.121 -4.867 -3.860
O -1.468 -4.139 -4.780
N -1.808 -6.016 -3.551
N -0.042 -4.616 -3.073
H -1.556 -6.621 -2.794
H -2.616 -6.229 -4.103
H 0.469 -3.770 -3.243
H 0.243 -5.200 -2.311
C 2.593 5.089 4.646
O 2.022 5.557 3.677
N 3.921 5.321 4.889
N 1.968 4.261 5.533
H 4.429 4.928 5.663
H 4.408 5.917 4.245
H 1.004 4.044 5.356
H 2.427 3.846 6.321
C 6.477 2.569 4.172
O 6.793 3.149 5.205
N 5.330 2.865 3.505
N 7.253 1.585 3.623
H 5.033 2.413 2.660
H 4.761 3.586 3.914
H 8.101 1.349 4.100
H 7.010 1.097 2.782
*
```

Calculated values
* LUMO energy: 2.09 eV
* electronic energy: -63565.5112 eV



electronic energy of number 4 (C19H56BN16O9)?
-63565.5112 eV



Among the records above, which one has the highest electronic energy?
C10H27B2BeF8NO6



The highest electronic energy belongs to which entry?
C10H27B2BeF8NO6